DFT (wB97M-V/def2-TZVPD) results for C19H19N3O5 as an isolated structure.

CARTESIAN COORDINATES (ANGSTROEM)
H1 1.371405 2.062003 1.709306
N1 -6.107806 1.193845 0.603380
H2 2.150569 1.271011 -2.083221
N2 0.554258 -0.143875 -0.617392
H3 7.901008 2.090463 0.479155
H4 3.150822 -0.343008 1.307491
O1 -1.196282 -2.269666 0.655837
C1 7.181437 1.199983 0.470402
C2 -3.838918 1.433755 -0.752870
H5 3.577567 0.843462 2.087459
C3 -4.658168 0.639220 0.015061
C4 4.928591 0.232687 0.835612
H6 5.474528 2.356307 1.356631
C5 6.690681 -1.166290 -0.168674
C6 2.686492 1.125586 0.270313
C7 -0.577039 -0.576411 -1.228005
C8 5.460344 -1.111593 0.239377
O2 -3.313086 -2.896885 0.935069
H7 2.111027 -1.494067 -0.425680
C9 -2.505336 1.208365 -1.046783
H8 -1.754102 1.749487 -1.675756
H9 3.350929 2.265025 -0.058597
O3 -6.388058 2.057196 -0.016468
H10 1.439612 -0.951368 -2.049463
C10 3.567012 0.447431 1.026031
O4 -0.744426 -1.182539 -2.187370
H11 0.888863 2.277407 -0.021446
H12 4.816887 -1.755331 0.115147
H13 3.632045 -0.052132 -1.658507
C11 1.620718 -0.662748 -1.190652
H14 0.854264 -0.330257 1.509860
C12 -2.846167 -0.898349 -0.081636
O5 -6.720743 0.323892 1.074461
C13 7.728287 0.046025 -0.233968
C14 5.861882 1.308265 0.697956
C15 -2.069648 -0.089775 -0.776115
C16 0.509658 0.389769 0.665301
C17 1.406856 1.457628 0.460058
H15 7.041544 -1.893255 -0.894579
N3 -2.380961 -2.166696 0.817504
H16 8.577755 -0.137446 -0.336115
H17 -4.315173 2.580139 -1.109398
C18 2.613330 0.511956 -1.340999
H18 -4.722154 -1.279281 1.148413
C19 -4.125969 -0.333664 0.458321
H19 -0.538387 0.847721 0.937289

Forces on atoms 1 to 6 (eV/Å):
0.3 -1.3 -2.9
7.3 -8.7 -0.8
1.2 -1.1 1.2
-7.6 -1.6 -0.6
-1.4 -1.1 0.5
-3.3 -7.8 1.9

Properties
Energy in eV: -34695.763
Multiplicity: 1
Energy relative to the best compared isomer or geometry (same formula, charge and spin) in eV: 24.8167
E_LUMO in eV: -0.7501